[1]
Density functional theory data (ωB97M-V/def2-TZVPD) for C35H30BrCaN8O2 as an isolated structure in a non-equilibrium geometry.

Structure (XYZ):
```
77
C35H30BrCaN8O2 (ωB97M-V/def2-TZVPD)
Br 3.11108 6.32926 -0.58101
Ca -0.07555 -0.22063 -0.47942
O 0.85771 1.45859 -1.58686
O -1.17184 1.61000 -0.70536
N -0.96363 5.75777 -0.64777
N 1.15825 1.40538 1.15510
N -2.34847 -0.83536 -0.95594
N -0.45200 -0.70600 -2.83765
N -2.73673 -0.71671 -2.13334
N 2.03509 -1.11476 0.19828
N 0.21718 -0.75466 2.43947
N 0.09355 -2.76180 -0.83733
C 1.97167 -1.42961 3.90507
C 3.38945 1.99307 1.74847
C -2.23122 -0.65033 -4.44209
C -0.11229 2.13011 -1.15155
C 2.46858 1.17734 1.10269
C 0.02601 3.62088 -1.04679
C 0.03318 -0.58466 -5.17541
C 2.12465 -1.89040 1.44374
C -0.44056 -0.27660 3.49350
C 0.71913 2.45548 1.84474
C -3.36549 -0.81173 0.01303
C -3.92442 -1.19953 2.32267
C 1.29346 4.18414 -1.01000
C 1.35410 -3.06412 -1.15459
C -0.85257 -3.67328 -1.06432
C -5.24030 -0.85088 2.05571
C 1.70994 -4.28810 -1.70604
C 0.41188 -0.63515 -3.84158
C -1.31826 -0.59501 -5.47953
C -1.07240 4.45112 -0.85341
C -4.69411 -0.46318 -0.25402
C 2.92799 0.05276 0.20662
C -1.75713 -0.70208 -3.13407
C 1.56498 3.33551 2.49821
C -2.98865 -1.18094 1.30445
C -5.62149 -0.48551 0.76780
C 0.02973 -0.37109 4.79238
C 2.39633 -1.99613 -0.91513
C 2.92937 3.09822 2.44762
C 1.39889 5.53667 -0.75418
C 0.71969 -5.22499 -1.94995
C -0.59055 -4.91256 -1.62139
C 1.26109 -0.97227 5.00207
C 0.24936 6.29586 -0.58645
C 1.41279 -1.30525 2.63831
H 0.78380 -0.52614 -5.95048
H 3.37225 -2.47036 -0.74358
H -4.97213 -0.16589 -1.25459
H -1.95809 -1.46970 1.47760
H 4.44834 1.77481 1.69412
H 3.95710 -0.22977 0.46590
H -5.97192 -0.86243 2.85279
H -3.29807 -0.64672 -4.61324
H -1.39259 -5.61743 -1.78904
H 2.94733 -1.88267 4.02532
H -1.65261 -0.54460 -6.50675
H 1.65818 -2.86145 1.26241
H -1.86144 -3.39445 -0.78337
H 1.66218 -1.08270 6.00066
H 1.16761 4.19158 3.02601
H -3.63359 -1.48847 3.32446
H 3.17544 -2.07713 1.70448
H -2.07612 4.04260 -0.86299
H 2.16645 3.56251 -1.15890
H 0.96978 -6.18663 -2.37789
H 2.92515 0.47161 -0.80383
H -6.65067 -0.21872 0.56910
H 3.62857 3.76185 2.93845
H 1.46165 -0.59816 -3.57641
H 2.74615 -4.50081 -1.93492
H 0.30427 7.36178 -0.39918
H -1.38810 0.20838 3.28149
H 2.48037 -1.38839 -1.82056
H -0.55081 0.01777 5.61719
H -0.35593 2.60088 1.86096
```

energy relative to the best compared isomer or geometry (same formula, charge and spin) = 60.7 kJ/mol
2S+1 = 1
HOMO level = -11.15 eV
frontier orbital gap = 7.6 eV
charge = +1
LUMO = -3.53 eV

[2]
Density functional theory data (ωB97M-V/def2-TZVPD) for C35H30Cl2LaN3O3PSSe2 as an isolated structure in a non-equilibrium geometry.

Structure (XYZ):
```
78
C35H30Cl2LaN3O3PSSe2 (ωB97M-V/def2-TZVPD)
La -0.33680 -1.00074 -0.27509
Se -0.62635 2.37648 -0.08270
Se -0.02969 0.41652 -3.20587
Cl -3.32542 -4.72784 0.62439
Cl -3.55069 0.36576 -1.63204
S -0.86558 -0.27852 2.86408
P -0.06039 2.42381 -2.16396
O 0.71330 -3.22503 0.33600
O -0.87320 0.93443 3.64427
O -1.84209 -0.43066 1.76794
N -2.12819 -2.23472 -0.77906
N 2.31510 -0.89348 0.09475
N 0.47278 -0.62815 2.03926
C 4.19392 1.26808 2.49408
C 2.63169 -0.05207 1.15087
C -6.27849 -2.24589 -0.46274
C -4.23431 -1.04321 -0.85633
C 2.62132 5.37918 -1.67441
C -2.72264 4.69184 -5.05351
C 3.23565 1.42347 3.45321
C 3.83913 4.65349 -1.58130
C -1.16506 -1.70194 3.89089
C 1.44013 4.62608 -1.91308
C 2.72478 2.59229 -2.11647
C -0.26797 -3.43772 5.26671
C -3.33428 -2.17254 -0.38361
C 1.45421 3.26065 -2.14424
C -2.40127 3.68856 -2.92713
C -3.17243 4.49634 -3.75751
C -5.49737 -3.29867 0.04353
C 3.86415 0.57807 1.30115
C -1.53539 -3.96001 5.44452
C -5.63645 -1.12529 -0.92754
C 1.84684 -4.69287 -1.19985
C -2.62822 -3.25582 4.97174
C 3.90017 3.29692 -1.85407
C 3.28827 -1.13299 -0.84540
C 1.66632 0.06886 2.22614
C -0.65240 3.62396 -4.59467
C -2.48435 -2.12859 4.17238
C -0.07718 -2.28028 4.51616
C -1.46866 4.28985 -5.48980
C -1.09843 3.31101 -3.27646
C 0.74563 -4.61086 -0.17419
C 1.94140 0.90011 3.29408
C 4.55521 -0.51249 -0.77918
C 4.81816 0.39453 0.22709
C -4.11802 -3.27428 0.18674
H 1.61309 -3.05593 0.74265
H -2.66244 3.34971 -1.89688
H -6.06156 -4.22259 0.26496
H -7.35618 -2.49769 -0.57993
H -1.79677 -4.83399 6.06816
H 4.73086 5.22966 -1.47816
H -3.49106 5.02149 -5.74963
H 2.55813 6.46007 -1.45551
H 5.18810 1.71257 2.64395
H 1.78358 -5.61751 -1.68595
H -6.15978 -0.27969 -1.35855
H -3.29336 -1.57244 3.65840
H 3.44532 1.94317 4.39938
H 1.18382 1.04884 4.03907
H 5.71638 1.08072 0.20740
H -1.16638 4.45005 -6.50087
H 2.79289 1.54134 -2.28503
H 4.84969 2.71894 -1.94026
H 5.26845 -0.73085 -1.59380
H 1.81554 -3.88094 -1.92726
H 0.47177 5.16795 -1.93232
H -0.27888 -4.76845 -0.62034
H 0.99669 -5.23969 0.66090
H 0.86341 -1.77823 4.40726
H 0.38163 3.34446 -4.86858
H 2.84010 -4.57747 -0.79409
H 3.03882 -1.90229 -1.59216
H 0.58744 -3.98388 5.59095
H -3.62581 -3.70647 5.08674
H -4.09033 4.86352 -3.37027
```

energy relative to the best compared isomer or geometry (same formula, charge and spin) = 0.0 kJ/mol
2S+1 = 1
HOMO level = -2.63 eV
frontier orbital gap = 4.2 eV
charge = -1
LUMO = 1.53 eV

[3]
Density functional theory data (ωB97M-V/def2-TZVPD) for C35H31AsFN2O5RhS as an isolated structure in a non-equilibrium geometry.

Structure (XYZ):
```
77
C35H31AsFN2O5RhS (ωB97M-V/def2-TZVPD)
Rh 1.29523 0.00374 0.92575
As 0.02917 -1.51056 2.31811
S 0.17856 1.55294 2.19493
F 0.04799 6.37158 -1.76884
O 0.34972 -1.11733 -0.41870
O 2.79142 -0.23929 -0.43970
O 4.87401 -0.77475 -1.01181
O 0.83808 1.66736 -0.48290
O -0.16044 -1.98531 -2.37740
N 2.69897 0.27589 2.44293
N -0.62084 1.52653 -4.28808
C -1.17049 1.12340 5.97011
C -1.86355 -2.60966 0.43143
C -1.22578 3.92646 -5.76869
C -3.03404 -2.61663 -0.31007
C -1.17047 -0.25746 6.15957
C -1.69050 -1.67207 1.44592
C -0.63178 -4.20747 3.12008
C -0.66520 0.16659 -6.37623
C 4.57287 0.65002 0.87664
C -2.68730 -0.74316 1.71492
C 1.68972 -3.60022 3.35148
C -0.56408 5.16163 -3.68455
C 0.01537 2.80553 -2.34551
C 0.01881 0.35585 -2.28390
C -0.37213 0.84876 3.71461
C -0.74307 3.96776 -4.34364
C -0.79413 -1.08537 5.11502
C 4.13302 0.01660 2.18365
C -0.70580 2.67367 -6.44946
C -0.42060 -0.52567 3.89733
C -0.42272 0.40913 -3.57464
C -4.03330 -1.68958 -0.04024
C 1.96960 -4.84635 3.89018
C -0.77323 1.67924 4.76579
C -1.13561 1.43607 -5.68166
C 0.18624 4.03254 -1.69304
C 0.94849 -5.77458 4.04415
C 0.09416 -1.01194 -1.68159
C 0.38959 -3.27662 2.97324
C -3.86369 -0.75999 0.97508
C 0.33247 1.57019 -1.61630
C -0.34574 -5.45568 3.65899
C -0.10811 5.17623 -2.37056
C 4.08487 -0.19800 -0.28841
C -0.44856 2.76847 -3.66300
H -0.80071 -2.16150 5.24316
H -2.55499 -0.00440 2.49404
H 1.16334 -6.74998 4.46133
H -1.14116 -6.18076 3.77365
H -1.46470 -0.68140 7.11044
H -1.16630 -0.72987 -6.01586
H -4.94269 -1.68797 -0.62865
H -1.47269 1.77696 6.77905
H -2.22931 1.43003 -5.62436
H -0.75494 2.75469 4.63551
H -0.89851 4.82512 -6.29225
H 4.27533 -1.06482 2.13483
H 2.98224 -5.09500 4.17978
H -1.64333 -3.96370 2.82688
H 0.38738 2.69952 -6.49753
H -0.88251 0.25485 -7.44065
H 2.49277 -2.88399 3.21883
H 0.41166 0.03400 -6.25580
H -0.61980 -0.53570 -4.05758
H -2.32023 3.92309 -5.78864
H 0.54364 4.04600 -0.67296
H 4.71532 0.39096 3.02766
H -1.07626 -3.31022 0.18755
H -1.08358 2.59710 -7.46877
H -4.64377 -0.04184 1.19399
H 2.39258 -0.25237 3.25053
H 5.65826 0.71369 0.83697
H 4.15512 1.65876 0.79999
H -0.77512 6.10028 -4.18259
H 2.55373 1.25715 2.67883
H -3.14802 -3.32714 -1.11834
```

energy relative to the best compared isomer or geometry (same formula, charge and spin) = 144.1 kJ/mol
2S+1 = 1
HOMO level = -7.57 eV
frontier orbital gap = 7.3 eV
charge = 0
LUMO = -0.30 eV

[4]
Density functional theory data (ωB97M-V/def2-TZVPD) for C35H31BrIIrN5OS as an isolated structure in a non-equilibrium geometry.

Structure (XYZ):
```
76
C35H31BrIIrN5OS (ωB97M-V/def2-TZVPD)
Ir 0.28493 -0.72566 1.06007
I 2.67816 0.61816 -2.27211
Br 3.03567 -1.60397 -4.88354
S 1.31425 -2.90461 0.77179
O 2.44699 -0.23065 0.58391
N 1.10852 0.40037 2.94491
N -0.01806 1.39529 0.72997
N -4.22619 0.11216 0.65379
N -0.42758 -0.42485 -1.13641
N 3.33940 -1.16432 0.61770
C 2.83941 1.93234 4.47690
C 2.12726 0.03093 -5.22126
C -3.59609 -2.66136 1.88523
C -2.74654 -1.72992 1.29409
C 0.39563 2.28354 1.66404
C -1.34737 -1.21837 -3.18610
C -5.51929 -0.24312 1.16413
C 3.97134 -3.45289 0.62838
C -1.14980 -2.20185 2.99764
C -2.00664 -3.10889 3.59147
C 2.75570 0.55269 4.65983
C 5.29902 -3.09879 0.58664
C -1.83570 0.06392 -3.47910
C 0.12001 3.63395 1.54118
C 2.97756 -2.47366 0.65993
C 0.74268 2.37417 -5.71474
C -1.59673 1.08346 -2.59441
C -0.59827 1.83914 -0.42634
C 4.63699 -0.81005 0.57941
C 1.24810 2.12301 -4.45331
C 0.94509 1.46287 -6.73966
C 5.63675 -1.74645 0.56898
C -0.86771 3.19874 -0.59386
C 1.87219 -0.16072 3.87431
C -1.46318 -1.51803 1.81473
C -0.53063 4.09663 0.39773
C 1.17843 1.73407 2.75698
C -3.22915 -3.37603 3.00583
C 1.94685 0.95591 -4.20246
C -0.86576 0.83747 -1.41745
C -3.57872 1.18187 1.35659
C 2.04195 2.52253 3.52240
C -3.36380 -0.93249 0.15844
C 1.64019 0.29211 -6.49310
C -0.66838 -1.40480 -2.00112
H 1.11732 2.84037 -3.65701
H -5.46963 -0.65615 2.18005
H 2.10914 3.58072 3.33295
H -0.30479 -2.38270 -1.71834
H 0.19810 3.28565 -5.89678
H 3.66295 -4.48447 0.63712
H 6.06602 -3.85333 0.56111
H -4.23709 2.05062 1.38243
H -2.41233 0.23608 -4.37479
H -6.14605 0.64912 1.19915
H 3.52832 2.52676 5.05588
H -2.65887 1.44640 0.84260
H -1.51018 -2.04218 -3.86169
H -1.31394 3.55172 -1.50792
H 0.39809 4.32332 2.31947
H -3.32731 0.90576 2.38808
H -0.20872 -2.01871 3.49579
H -1.99277 2.06931 -2.78028
H 1.79593 -1.23564 3.99232
H 4.80781 0.25560 0.54464
H 6.66444 -1.42362 0.53039
H -5.99030 -0.97360 0.51015
H -1.70983 -3.60569 4.50231
H -2.59921 -0.46119 -0.44880
H 0.56126 1.65721 -7.72905
H 3.36715 0.04809 5.38917
H -4.56204 -2.84068 1.44121
H -3.89570 -4.11491 3.42105
H -3.95788 -1.59419 -0.47520
H -0.73041 5.14867 0.27780
H 1.80309 -0.42222 -7.28583
```

energy relative to the best compared isomer or geometry (same formula, charge and spin) = 192.5 kJ/mol
2S+1 = 1
HOMO level = -9.79 eV
frontier orbital gap = 6.1 eV
charge = +1
LUMO = -3.71 eV

[5]
Density functional theory data (ωB97M-V/def2-TZVPD) for C35H31CaINO4S5 as an isolated structure in a non-equilibrium geometry.

Structure (XYZ):
```
78
C35H31CaINO4S5 (ωB97M-V/def2-TZVPD)
I 4.40618 -1.32071 4.09007
Ca -0.06003 0.30498 0.60484
S -1.62122 5.81547 -0.77841
S -1.41919 3.28591 2.45878
S 0.43476 -2.66566 1.30942
S 2.70173 -0.76057 -1.55025
S 2.81906 3.54270 0.50206
O 1.97882 -0.14162 -0.39651
O -2.44322 -0.81443 -1.37746
O 0.07276 2.30889 0.08002
O 0.62177 0.17067 2.85378
N 1.20843 -0.93149 4.71303
C -2.62807 5.54702 -2.14045
C -0.50133 5.44771 3.45425
C 1.57939 -4.40779 -2.80996
C 1.01128 -6.52731 0.25077
C 2.82425 0.91604 -5.21877
C -0.99874 4.21109 -0.84122
C 3.88344 4.44643 -0.48957
C -0.41657 -3.05792 -2.69779
C -0.24502 -6.93186 -0.18520
C 2.03258 2.04968 -5.06176
C 0.32565 -1.97198 -2.27623
C 1.79305 5.06994 -1.25758
C 3.20528 5.21592 -1.38230
C -3.64994 0.56917 0.06689
C 1.21957 -5.23627 0.71083
C 1.46318 2.33879 -3.83187
C 2.33364 -3.32433 -2.37503
C 0.17850 -4.29654 0.74998
C -1.36373 4.43111 3.73006
C 0.21080 -4.27017 -2.97115
C 1.43094 4.19759 -0.27657
C 2.44343 0.36438 -2.92453
C 1.67266 1.49858 -2.74385
C 2.79547 -0.70980 2.83466
C 3.03430 0.06742 -4.14579
C 1.46290 -0.45722 3.49075
C 1.69866 -2.11980 -2.12545
C -1.29053 -6.01590 -0.14563
C -1.08483 -4.72365 0.31025
C 0.05473 3.66791 0.12924
C -1.56730 3.50866 -1.85798
C -0.28334 4.17007 1.53005
C -2.50316 4.27603 -2.60810
C 0.12129 5.29550 2.18308
C -2.32652 -0.10597 -0.36744
H -0.38162 -5.12239 -3.27850
H 0.25640 -0.88724 5.03479
H 3.39946 -3.42216 -2.20499
H 2.20321 -4.92875 1.04538
H -0.18561 -1.04188 -2.05740
H -2.28011 -6.30992 -0.47875
H -0.40726 -7.94155 -0.54258
H -4.46770 -0.15998 0.04015
H 1.86335 2.70898 -5.90372
H -3.87633 1.36298 -0.65429
H 2.05694 -5.36263 -2.98730
H 3.27176 0.69263 -6.17880
H 1.86792 -1.52693 5.18215
H 3.68646 5.85440 -2.10976
H 1.84108 -7.22596 0.23268
H -1.95405 4.28656 4.62054
H 0.84470 5.98418 1.76814
H 4.95115 4.35687 -0.36909
H 1.07247 5.58556 -1.87595
H -3.58400 1.02162 1.05935
H 2.62242 -1.51561 2.11549
H -1.34332 2.46451 -2.02508
H -3.06945 3.88820 -3.44312
H -3.27329 6.32999 -2.50520
H 3.10677 0.19029 2.31342
H -1.48949 -2.95354 -2.78360
H -0.30723 6.26751 4.13166
H 0.84948 3.22148 -3.70386
H 1.24620 1.73262 -1.77213
H -1.90028 -4.01074 0.32773
H 3.63589 -0.82737 -4.25882
```

energy relative to the best compared isomer or geometry (same formula, charge and spin) = 41.6 kJ/mol
2S+1 = 1
HOMO level = -3.30 eV
frontier orbital gap = 5.2 eV
charge = -1
LUMO = 1.92 eV

[6]
Density functional theory data (ωB97M-V/def2-TZVPD) for C35H31N3O4SV as an isolated structure in a non-equilibrium geometry.

Structure (XYZ):
```
75
C35H31N3O4SV (ωB97M-V/def2-TZVPD)
V -0.90881 0.28609 -0.37528
S -0.01805 0.22090 2.20114
O -2.58543 -0.02565 -1.37102
O 0.18447 1.05814 3.34669
O -1.39816 -0.13976 1.78290
O -3.88814 -1.68039 -2.15345
N 0.24814 1.36715 -1.64496
N -0.47160 -1.53870 -1.30757
N 0.56900 0.77308 0.85255
C 2.30919 -3.64175 2.63468
C 2.55647 2.24987 1.05213
C -2.88714 2.48969 1.89224
C 0.91913 2.43012 -3.67843
C -2.16783 3.33686 -0.26371
C 1.32342 1.96699 -1.01262
C 0.29729 -2.48229 1.96095
C -3.29594 2.77151 -0.84376
C -4.00170 1.93036 1.27519
C 0.73249 -3.56021 -1.89622
C 2.07282 -1.27195 3.06544
C 1.50650 1.68006 0.39044
C 3.12724 -4.90134 2.72136
C 1.98161 3.02199 -3.06763
C 0.82215 -1.29929 2.45666
C 2.22145 2.79580 -1.69094
C -1.96309 3.17264 1.10561
C -1.56387 -2.09320 -1.79080
C 0.06460 1.60200 -2.92397
C -4.21186 2.04475 -0.09238
C 2.80475 -2.44276 3.14792
C 3.05962 -2.39801 -0.89472
C 1.95684 -4.27716 -1.90943
C 1.89778 -1.68612 -0.87394
C -1.61182 -3.38189 -2.35462
C -5.38358 1.37426 -0.75412
C -2.83129 -1.22439 -1.76615
C 1.04712 -3.64644 2.05527
C 0.70183 -2.25847 -1.36771
C 3.45298 3.09800 0.35500
C 3.30703 3.36567 -0.97240
C -0.46904 -4.11528 -2.39828
C -2.70405 2.38099 3.38153
C 3.09503 -3.71425 -1.41586
C -1.23144 4.18870 -1.08041
H 3.96305 -1.94733 -0.50370
H -0.45730 -5.11697 -2.81246
H -0.68623 -2.49003 1.51160
H 0.71178 2.58797 -4.72743
H 2.69941 2.05130 2.10617
H 1.96321 -5.28002 -2.31945
H 2.64656 3.67192 -3.62400
H -1.48134 5.24602 -0.96614
H 2.46071 -0.34559 3.46825
H -3.36826 3.07503 3.90267
H -5.40509 1.58483 -1.82301
H 3.36511 -5.14718 3.75756
H 4.01031 4.00589 -1.48893
H -5.31471 0.29038 -0.64313
H 4.07409 -4.78733 2.18943
H 2.59737 -5.74827 2.28732
H -0.79596 1.11944 -3.37308
H 3.77976 -2.42908 3.62185
H 4.28127 3.53551 0.89741
H -1.08451 3.60920 1.57210
H -2.93747 1.37421 3.72899
H -3.45027 2.86940 -1.91370
H -2.56582 -3.72974 -2.72364
H 4.02585 -4.26620 -1.42802
H -0.19217 4.06830 -0.76360
H 0.64220 -4.57321 1.66535
H -1.67979 2.60335 3.67250
H 1.87435 -0.68774 -0.46314
H -1.29837 3.94904 -2.14337
H -4.71555 1.37582 1.87662
H -6.32829 1.70476 -0.31835
```

energy relative to the best compared isomer or geometry (same formula, charge and spin) = 14.3 kJ/mol
2S+1 = 4
HOMO level (spin up / spin down) = -6.85 / -8.22 eV
frontier orbital gap (spin up / spin down) = 6.5 / 7.8 eV
charge = 0
LUMO (spin up / spin down) = -0.34 / -0.44 eV